# 1
A structure of composition C15H28F5N4O3TeV. Source: the Open Molecules 2025 dataset; level of theory: wB97M-V/def2-TZVPD.

XYZ file:
```
57
Properties=species:S:1:pos:R:3:forces:R:3
V -0.116125 0.608445 -0.240541 -0.263 -0.621 0.584
C 2.340677 2.259844 -0.893537 0.044 0.006 0.005
C 1.382350 3.237548 -0.254191 0.005 0.021 0.009
N 0.486845 2.495028 0.671093 0.008 0.083 0.050
C 1.057355 2.268099 2.020337 0.046 -0.051 -0.037
C 1.719583 0.918310 2.092004 -0.059 -0.009 0.013
C 2.665223 0.570262 3.034052 -0.002 0.001 0.005
C 3.136583 -0.736839 3.047487 -0.008 -0.022 -0.024
C 2.666268 -1.651730 2.115952 0.038 0.022 0.015
C 1.728902 -1.234441 1.189529 0.020 0.088 0.087
C 1.138730 -2.124839 0.136411 -0.004 -0.060 -0.013
N 0.504978 -1.321418 -0.929025 -0.111 0.014 -0.036
C 1.336094 -1.146004 -2.142505 0.027 -0.009 -0.034
C 2.311564 -0.011663 -1.903936 -0.022 -0.002 -0.003
N 1.526737 1.179102 -1.489791 -0.055 0.049 -0.100
N 1.262043 0.023510 1.198695 0.192 0.171 -0.039
H 2.965370 2.751012 -1.641203 0.004 -0.005 -0.003
H 3.002811 1.811308 -0.151300 0.006 -0.003 -0.002
H 1.914091 4.035345 0.266712 0.002 0.000 0.004
H 0.751757 3.697172 -1.016583 0.004 0.003 0.011
H -0.367991 3.032882 0.778405 -0.008 -0.018 0.004
H 1.750880 3.064239 2.297372 0.006 -0.003 -0.006
H 0.238140 2.290157 2.743063 0.000 -0.001 0.000
H 3.024556 1.300443 3.746346 -0.002 0.004 -0.004
H 3.877224 -1.037476 3.776733 -0.003 -0.004 0.001
H 3.032281 -2.669332 2.100994 -0.002 -0.002 -0.004
H 1.899672 -2.792310 -0.273122 -0.004 0.008 -0.015
H 0.373988 -2.745382 0.603653 0.002 -0.010 0.000
H -0.405689 -1.737752 -1.181145 0.099 0.057 -0.041
H 1.862532 -2.066798 -2.399581 -0.005 -0.002 -0.001
H 0.669505 -0.901719 -2.970201 -0.007 -0.004 -0.002
H 2.999825 -0.254359 -1.092203 0.000 0.007 0.004
H 2.908633 0.197174 -2.792804 0.000 -0.001 0.001
H 1.069940 1.554054 -2.322942 0.008 -0.002 -0.004
C -2.666122 -2.382527 -2.591917 -0.028 -0.034 -0.092
O -2.226685 -1.786074 -1.368543 0.087 -0.053 0.001
C -2.754196 -2.440600 -0.224084 -0.099 0.117 0.036
C -2.745868 -1.503176 0.951234 -0.066 -0.041 0.047
O -1.419215 -1.047288 1.284625 0.083 0.094 -0.113
C -1.448798 -0.498298 2.609280 -0.054 0.035 0.049
H -3.751971 -2.317001 -2.679739 0.002 0.016 0.032
H -2.363876 -3.430908 -2.647195 0.007 -0.002 0.008
H -2.210229 -1.827856 -3.408800 0.018 0.017 0.006
H -2.198305 -3.361038 -0.009912 0.037 0.014 -0.041
H -3.798583 -2.714198 -0.403639 0.007 -0.049 0.026
H -3.147296 -2.049094 1.809026 0.005 0.015 0.005
H -3.385861 -0.639341 0.767299 0.029 0.023 -0.021
H -1.890079 -1.215462 3.301952 0.002 -0.008 -0.009
H -2.036551 0.423646 2.629171 -0.002 -0.011 -0.015
H -0.428814 -0.304001 2.923574 0.021 0.003 0.015
F -3.109572 1.559013 -3.278948 -0.044 0.253 -0.082
Te -2.707616 1.768736 -1.514570 0.403 0.176 0.084
F -1.109149 0.662148 -2.057955 -0.311 -0.233 -0.209
F -3.853658 3.128912 -1.117542 -0.102 -0.160 -0.004
F -1.495000 3.111183 -1.968073 -0.001 0.034 -0.055
F -4.065515 0.558486 -1.224799 0.147 -0.151 0.000
O -1.902346 1.442862 0.095320 -0.095 0.242 -0.088
```
Positions in Å, forces in eV/Å.

Results
LUMO (spin up / spin down) in eV: -6.87 / -7.06
HOMO (spin up / spin down) in eV: -16.1 / -16.1
Net charge: +2
Orbital gap (spin up / spin down) in eV: 9.240 / 9.055
Spin multiplicity: 3


# 2
A cluster of 2 separate species, C2H6N3O in total at a distorted geometry. Source: the Open Molecules 2025 dataset; level of theory: wB97M-V/def2-TZVPD.

XYZ file:
```
12
Properties=species:S:1:pos:R:3:forces:R:3
C 1.881827 0.302639 0.374669 -2.058 1.191 -2.806
C 0.376876 0.094769 0.177507 3.228 1.409 0.622
N -2.966003 -0.602628 -0.675483 0.489 0.729 0.471
N -0.130958 -0.522527 -0.750370 -2.231 -2.223 -3.977
N -2.167996 0.165343 -0.536043 -0.686 -0.165 -0.953
O -0.459714 0.734692 0.967338 -1.605 -0.913 -0.999
H 2.044906 0.016238 1.366375 1.285 -0.788 1.292
H 1.970501 1.413326 0.285840 0.434 -0.791 0.110
H 2.359831 -0.194953 -0.524647 0.036 0.430 1.787
H 0.331803 -0.884785 -1.630329 -0.202 0.598 2.032
H -3.171971 -1.584007 -0.779036 -0.157 -0.706 -0.200
H -0.069101 1.061893 1.724180 1.468 1.229 2.623
```
Positions in Å, forces in eV/Å.

Results
LUMO (spin up / spin down) in eV: -5.48 / -5.48
HOMO (spin up / spin down) in eV: -14.5 / -14.5
Net charge: +1
Orbital gap (spin up / spin down) in eV: 9.033 / 9.034
Spin multiplicity: 1


# 3
A cluster of 2 separate species, C3H7NO in total at a distorted geometry. Source: the Open Molecules 2025 dataset; level of theory: wB97M-V/def2-TZVPD.

XYZ file:
```
12
Properties=species:S:1:pos:R:3:forces:R:3
C 0.125484 -1.081497 1.710058 0.296 0.376 -0.266
C 0.706280 0.149686 1.421347 -0.208 0.650 -0.169
H 0.262067 -1.920503 1.033218 -0.130 -0.008 0.191
H -0.390334 -1.205171 2.651964 -0.206 -0.166 -0.021
H 1.514772 0.225832 0.712881 0.310 -0.053 0.107
H 0.452246 1.058990 1.953948 0.098 -0.172 0.150
C 0.031180 0.691561 -1.216465 0.325 0.929 -0.925
N -0.950831 0.292877 -2.013878 -0.461 -0.965 0.213
O -0.044775 1.641962 -0.422670 -0.320 -1.150 0.890
H 1.004051 0.234587 -1.422508 0.038 -0.215 -0.109
H -1.920013 0.367999 -1.736032 0.012 0.702 -0.065
H -0.790126 -0.456324 -2.671864 0.246 0.072 0.003
```
Positions in Å, forces in eV/Å.

Results
LUMO (spin up / spin down) in eV: -4.93 / -9.00
HOMO (spin up / spin down) in eV: -15.5 / -15.1
Net charge: +1
Orbital gap (spin up / spin down) in eV: 10.536 / 6.127
Spin multiplicity: 2


# 4
A cluster of 2 separate species, C3H5F in total at a distorted geometry. Source: the Open Molecules 2025 dataset; level of theory: wB97M-V/def2-TZVPD.

XYZ file:
```
9
Properties=species:S:1:pos:R:3:forces:R:3
C 1.692687 -0.116158 -0.318488 0.767 0.213 -0.320
C 0.709148 -0.803191 0.159052 -1.858 1.180 0.161
C -1.615505 0.555757 0.170145 1.132 -1.239 -0.189
F -2.482170 -0.408474 -0.175357 -0.139 0.102 0.037
H 2.723124 -0.468121 -0.304558 0.026 -0.161 0.035
H 1.559800 0.849233 -0.785149 -0.105 0.163 -0.018
H 0.523784 -1.712662 0.674816 0.052 -0.543 0.195
H -1.423528 1.256465 -0.621814 0.097 0.180 -0.111
H -1.687344 0.847151 1.201356 0.027 0.106 0.210
```
Positions in Å, forces in eV/Å.

Results
LUMO (spin up / spin down) in eV: 0.68 / 0.46
HOMO (spin up / spin down) in eV: -8.6 / -8.5
Orbital gap (spin up / spin down) in eV: 9.252 / 8.994
Spin multiplicity: 1


# 5
A cluster of 2 separate species, C2H4FPS in total at a distorted geometry. Source: the Open Molecules 2025 dataset; level of theory: wB97M-V/def2-TZVPD.

XYZ file:
```
9
Properties=species:S:1:pos:R:3:forces:R:3
C -1.773829 -1.219132 1.073383 -0.324 0.811 -0.389
C 1.128621 1.011407 -1.077330 -0.787 1.518 1.588
F -3.064883 -1.414635 0.808706 1.984 -0.284 0.626
P -0.454837 -1.795657 1.925555 -2.313 -1.855 0.372
S -0.633190 0.764853 -1.299564 -0.165 -0.902 -0.171
H 1.762195 0.244598 -0.639955 -0.399 -0.411 -0.088
H 1.100720 1.911618 -0.416402 0.862 -0.616 -0.495
H 1.519560 1.304292 -2.028025 0.333 0.244 -0.705
H 0.415643 -0.807343 1.653632 0.810 1.495 -0.737
```
Positions in Å, forces in eV/Å.

Results
LUMO (spin up / spin down) in eV: -0.59 / -1.74
HOMO (spin up / spin down) in eV: -9.1 / -8.5
Orbital gap (spin up / spin down) in eV: 8.509 / 6.780
Spin multiplicity: 1


# 6
A structure of composition C8H9Br2O2 at a distorted geometry. Source: the Open Molecules 2025 dataset; level of theory: wB97M-V/def2-TZVPD.

XYZ file:
```
21
Properties=species:S:1:pos:R:3:forces:R:3
C 2.755712 0.960074 0.098614 -0.516 -0.398 -0.071
C 1.602710 0.338115 0.552672 2.783 1.079 -1.093
C 0.121947 2.462979 -0.144002 -1.586 0.635 -0.002
C 0.410014 0.208311 -0.174651 -1.756 0.460 -0.192
C -0.852201 -0.653755 0.049783 1.449 -1.240 -0.758
C -0.068488 -0.465642 -1.284081 -0.513 -0.945 0.388
C -2.220905 -0.039605 0.258324 2.033 1.206 -0.264
C -0.677982 -2.018631 0.792813 2.547 -0.906 -4.619
O -0.061593 2.600153 1.002849 0.289 -0.192 1.623
O 0.052584 2.898675 -1.228201 0.806 -0.383 -1.316
Br -0.921323 0.211092 -2.889656 -0.189 0.413 -0.133
Br 1.027562 -2.115052 -2.137793 -0.215 0.302 0.564
H 3.767485 0.755938 0.557174 -1.412 0.608 -0.274
H 2.704442 1.643012 -0.808546 0.238 -1.324 0.987
H 1.569776 -0.044615 1.545126 0.291 -0.631 0.755
H -2.320435 0.128306 1.318217 -0.385 0.054 0.500
H -2.975462 -0.677818 -0.119302 -1.005 -0.487 -0.427
H -2.174274 0.944610 -0.230767 -0.615 -0.309 0.057
H 0.415273 -2.403407 0.536979 -2.231 0.713 0.877
H -1.350222 -2.866246 0.526587 0.121 0.779 -0.314
H -0.804621 -1.866494 1.777861 -0.136 0.567 3.712
```
Positions in Å, forces in eV/Å.

Results
LUMO in eV: 3.18
HOMO in eV: -3.5
Net charge: -1
Orbital gap in eV: 6.647
Spin multiplicity: 1


Record order is preserved below.
ΔE to the lowest compared entry with this formula, charge and spin: 18.92, 96.17, 31.91, 95.98, 92.11, 19.57 kcal/mol